{
  "formula": "C3H9N2S",
  "method": "ωB97M-V/def2-TZVPD",
  "elements": ["C", "C", "S", "N", "C", "N", "H", "H", "H", "H", "H", "H", "H", "H", "H"],
  "coordinates": [[-0.61, -0.61, -0.14], [0.48, -0.12, -1.12], [1.25, -1.48, -2.02], [-1.21, 0.40, 0.75], [-0.25, 1.11, 1.59], [-0.99, 1.94, 2.56], [-1.40, -0.99, -0.79], [-0.26, -1.39, 0.54], [1.18, 0.50, -0.53], [0.04, 0.69, -1.73], [-1.73, 1.12, 0.29], [0.39, 1.77, 1.00], [0.26, 0.32, 2.13], [-1.51, 1.32, 3.15], [-0.30, 2.42, 3.11]],
  "mulliken_charge": [-0.58, -0.62, -0.66, -0.43, -0.43, -0.66, 0.30, 0.32, 0.16, 0.23, 0.26, 0.35, 0.28, 0.25, 0.22],
  "multiplicity": 1,
  "total_charge": -1,
  "smiles": "NCNCC[S-]",
  "e_tot_ha": -627.4120,
  "e_above_lowest_kj_mol": 74.8,
  "gap_ev": 6.0,
  "homo_energy_ev": -2.3
}

***

{
  "formula": "C25H24N2OPSe2Tc",
  "method": "ωB97M-V/def2-TZVPD",
  "elements": ["Tc", "C", "C", "C", "C", "C", "C", "C", "H", "H", "H", "H", "H", "H", "H", "H", "Se", "P", "Se", "C", "C", "C", "C", "C", "C", "C", "C", "C", "C", "C", "C", "H", "H", "H", "H", "H", "H", "H", "H", "H", "H", "N", "C", "O", "C", "C", "C", "C", "N", "C", "H", "H", "H", "H", "H", "H"],
  "coordinates": [[1.09, -0.70, -1.09], [0.08, -3.76, -3.21], [1.26, -2.95, -2.83], [1.92, -2.13, -3.77], [3.07, -1.43, -3.45], [3.62, -1.54, -2.17], [3.01, -2.36, -1.21], [1.82, -3.04, -1.54], [0.42, -4.73, -3.57], [-0.48, -3.30, -4.03], [-0.58, -3.95, -2.36], [1.54, -2.10, -4.79], [3.57, -0.83, -4.20], [4.57, -1.07, -1.95], [3.51, -2.57, -0.28], [1.42, -3.78, -0.86], [0.88, 1.66, -0.32], [0.68, 0.94, 1.84], [0.86, -1.26, 1.26], [-0.88, 1.19, 2.73], [-1.92, 2.01, 2.30], [-3.02, 2.18, 3.13], [-3.08, 1.52, 4.35], [-2.04, 0.71, 4.77], [-0.93, 0.52, 3.96], [2.02, 1.66, 2.84], [3.06, 0.94, 3.42], [3.99, 1.61, 4.20], [3.88, 2.98, 4.38], [2.84, 3.69, 3.80], [1.90, 3.04, 3.02], [-1.87, 2.52, 1.35], [-3.82, 2.83, 2.82], [-3.96, 1.63, 4.97], [-2.08, 0.22, 5.73], [-0.12, -0.12, 4.28], [3.14, -0.13, 3.27], [4.80, 1.06, 4.65], [4.63, 3.50, 4.96], [2.76, 4.76, 3.94], [1.10, 3.59, 2.55], [-5.44, -0.42, -2.55], [-4.34, -0.45, -1.81], [-4.31, -0.49, -0.60], [-3.01, -0.35, -2.54], [-2.83, 0.10, -3.84], [-1.52, 0.28, -4.29], [-0.46, 0.03, -3.44], [-0.64, -0.43, -2.19], [-1.88, -0.62, -1.76], [-6.33, -0.46, -2.08], [-5.44, -0.49, -3.56], [-3.65, 0.35, -4.48], [-1.34, 0.64, -5.29], [0.55, 0.24, -3.77], [-2.02, -0.94, -0.73]],
  "mulliken_charge": [0.69, -1.80, 1.24, -0.41, -0.42, -0.27, -0.92, -0.84, 0.41, 0.39, 0.42, 0.54, 0.53, 0.54, 0.63, 0.58, -0.14, 0.37, 0.01, 0.98, -0.17, -0.69, -0.48, -0.73, -0.55, 1.06, -0.20, -0.65, -0.49, -0.71, -0.58, 0.38, 0.44, 0.44, 0.44, 0.36, 0.34, 0.44, 0.43, 0.43, 0.37, -0.32, 0.40, -0.59, 0.25, -0.24, -1.09, -0.55, 0.50, -0.40, 0.27, 0.17, 0.41, 0.50, 0.68, 0.61],
  "multiplicity": 4,
  "total_charge": 3,
  "e_tot_ha": -6375.8550,
  "e_above_lowest_kj_mol": 126.6,
  "gap_ev": [5.1, 5.2],
  "homo_energy_ev": [-17.1, -17.1]
}

***

{
  "formula": "C3H10N2OP",
  "method": "ωB97M-V/def2-TZVPD",
  "elements": ["C", "C", "C", "N", "N", "O", "P", "H", "H", "H", "H", "H", "H", "H", "H", "H", "H"],
  "coordinates": [[-0.67, -2.44, 0.10], [0.49, 1.68, -2.48], [0.39, 0.77, 2.23], [-0.36, -1.40, 0.95], [0.12, 1.13, -1.19], [-0.95, 1.42, -0.67], [0.94, -0.45, 1.05], [-1.45, -2.00, -0.53], [0.26, -2.64, -0.53], [-1.06, -3.39, 0.38], [1.38, 2.34, -2.17], [-0.25, 2.24, -3.07], [1.01, 0.85, -2.98], [-0.43, 1.29, 1.81], [1.32, 1.40, 2.22], [0.32, 0.33, 3.19], [-1.06, -1.12, 1.70]],
  "mulliken_charge": [-0.69, -0.75, -1.00, -0.08, 0.17, -0.27, 0.33, 0.32, 0.25, 0.32, 0.29, 0.33, 0.30, 0.39, 0.34, 0.42, 0.33],
  "multiplicity": 1,
  "total_charge": 1,
  "e_tot_ha": -646.0328,
  "e_above_lowest_kj_mol": 519.7,
  "gap_ev": 8.3,
  "homo_energy_ev": -13.5
}

***

{
  "formula": "C33H37BF3N9O2SV",
  "method": "ωB97M-V/def2-TZVPD",
  "elements": ["V", "C", "C", "O", "C", "C", "C", "N", "N", "C", "O", "C", "C", "C", "C", "C", "C", "H", "H", "H", "H", "H", "H", "H", "H", "H", "H", "H", "H", "C", "C", "C", "C", "C", "N", "N", "B", "N", "N", "C", "C", "C", "C", "C", "N", "N", "C", "C", "C", "C", "C", "H", "H", "H", "H", "H", "H", "H", "H", "H", "H", "H", "H", "H", "H", "H", "H", "H", "H", "H", "H", "H", "H", "F", "C", "F", "F", "C", "C", "C", "C", "N", "C", "S", "H", "H", "H"],
  "coordinates": [[0.36, -0.08, 0.01], [3.56, -2.87, -1.88], [2.29, -2.62, -1.08], [2.21, -1.50, -0.52], [1.34, -3.64, -0.99], [0.22, -3.54, -0.13], [-0.42, -4.83, 0.31], [-0.17, -2.37, 0.30], [-1.11, -2.42, 1.38], [-0.77, -1.41, 2.32], [-0.01, -0.46, 1.91], [-1.16, -1.51, 3.68], [-0.89, -0.43, 4.57], [-1.22, -0.51, 5.90], [-1.83, -1.65, 6.43], [-2.10, -2.72, 5.57], [-1.78, -2.66, 4.24], [3.62, -2.11, -2.67], [3.60, -3.86, -2.32], [4.42, -2.72, -1.23], [1.55, -4.59, -1.46], [0.19, -5.67, -0.01], [-1.43, -4.94, -0.10], [-0.52, -4.85, 1.40], [-0.43, 0.47, 4.16], [-1.01, 0.34, 6.54], [-2.09, -1.70, 7.48], [-2.57, -3.62, 5.97], [-2.00, -3.50, 3.60], [0.49, -1.56, -3.52], [1.21, -0.27, -3.28], [1.95, 0.52, -4.17], [2.30, 1.64, -3.44], [3.09, 2.83, -3.87], [1.78, 1.52, -2.21], [1.11, 0.34, -2.11], [1.65, 2.60, -1.07], [2.48, 2.08, 0.14], [2.12, 0.91, 0.69], [2.96, 0.64, 1.68], [2.88, -0.60, 2.51], [3.89, 1.69, 1.78], [3.55, 2.58, 0.78], [4.19, 3.87, 0.39], [0.22, 2.75, -0.68], [-0.50, 1.55, -0.39], [-1.84, 1.72, -0.99], [-1.94, 1.03, -2.36], [-1.92, 3.22, -1.16], [-0.68, 3.71, -1.07], [-0.22, 5.10, -1.34], [1.11, -2.26, -4.10], [-0.43, -1.37, -4.08], [0.23, -2.04, -2.59], [2.20, 0.30, -5.19], [3.50, 2.66, -4.87], [3.92, 3.02, -3.19], [2.48, 3.73, -3.89], [2.14, 3.63, -1.46], [2.57, -1.44, 1.89], [2.14, -0.48, 3.30], [3.85, -0.81, 2.95], [4.71, 1.77, 2.48], [4.95, 4.14, 1.12], [3.46, 4.68, 0.33], [4.67, 3.80, -0.59], [-1.79, -0.05, -2.26], [-1.18, 1.44, -3.03], [-2.93, 1.19, -2.79], [-2.81, 3.77, -1.44], [-1.08, 5.75, -1.49], [0.41, 5.14, -2.23], [0.37, 5.49, -0.51], [-5.83, -2.92, -0.74], [-5.73, -2.07, 0.37], [-5.55, -2.95, 1.39], [-7.01, -1.60, 0.50], [-4.75, -1.01, 0.27], [-5.14, 0.23, -0.34], [-4.27, 1.24, -0.50], [-2.85, 1.11, -0.02], [-2.44, -0.28, 0.22], [-3.35, -1.16, 0.44], [-2.73, -2.74, 1.04], [-6.17, 0.36, -0.66], [-4.59, 2.18, -0.94], [-2.70, 1.67, 0.92]],
  "mulliken_charge": [0.00, -1.74, 1.20, -0.30, -1.88, 1.24, -1.73, 0.65, 0.27, -0.27, -0.49, 0.72, -0.58, -0.57, -0.58, -0.65, -0.57, 0.29, 0.37, 0.31, 0.19, 0.54, 0.20, 0.24, 0.33, 0.35, 0.35, 0.35, 0.28, -1.32, 0.55, -1.89, 1.15, -1.41, 0.22, 1.16, -1.15, 0.21, 1.59, 0.54, -1.15, -1.77, 1.26, -1.36, -0.45, 1.75, 1.50, -1.71, -1.68, 0.86, -1.63, 0.34, 0.30, 0.09, 0.42, 0.39, 0.19, 0.20, -0.19, 0.06, 0.08, 0.40, 0.45, 0.37, 0.24, 0.17, 0.05, 0.37, 0.58, 0.25, 0.42, 0.21, 0.25, -0.32, 0.80, -0.24, -0.33, -0.64, -0.68, -1.30, 0.04, 0.19, 0.61, -0.45, 0.34, 0.23, 0.33],
  "multiplicity": 4,
  "total_charge": -2,
  "e_tot_ha": -3589.7745,
  "e_above_lowest_kj_mol": 415.2,
  "gap_ev": [4.0, 5.2],
  "homo_energy_ev": [0.2, -1.0]
}

***

{
  "formula": "C8H12O2S2",
  "method": "ωB97M-V/def2-TZVPD",
  "elements": ["C", "C", "C", "C", "C", "C", "C", "C", "O", "O", "S", "S", "H", "H", "H", "H", "H", "H", "H", "H", "H", "H", "H", "H"],
  "coordinates": [[-1.22, -1.01, 0.36], [-1.85, -0.34, -0.62], [-0.03, -1.79, 0.30], [1.82, 1.68, -0.76], [1.76, 0.51, -1.72], [1.62, -0.50, 0.75], [-3.00, 0.59, -0.16], [2.27, -1.27, 1.84], [0.35, -2.94, 0.24], [3.91, -0.39, -0.55], [1.22, 1.18, 0.92], [2.57, -0.90, -0.80], [-1.65, -0.72, 1.30], [-1.86, -0.42, -1.72], [2.90, 1.72, -0.45], [1.28, 2.60, -1.11], [0.76, 0.38, -2.08], [2.50, 0.90, -2.48], [-2.75, 1.11, 0.84], [-3.23, 1.22, -1.00], [-3.84, -0.22, -0.01], [2.56, -0.51, 2.61], [3.27, -1.73, 1.48], [1.70, -2.14, 2.40]],
  "mulliken_charge": [-0.48, 0.09, 0.51, -0.76, -0.57, 0.36, -1.13, -1.16, -0.49, -0.60, -0.14, 0.36, 0.26, 0.42, 0.42, 0.39, 0.34, 0.37, 0.31, 0.36, 0.27, 0.36, 0.29, 0.24],
  "multiplicity": 1,
  "total_charge": 0,
  "e_tot_ha": -1258.7087,
  "e_above_lowest_kj_mol": 164.1,
  "gap_ev": 8.1,
  "homo_energy_ev": -7.7
}

***

{
  "formula": "CH3PS3",
  "method": "ωB97M-V/def2-TZVPD",
  "elements": ["C", "P", "S", "S", "S", "H", "H", "H"],
  "coordinates": [[0.25, 1.21, 0.13], [-0.73, -1.62, -0.44], [-0.71, 1.19, -1.12], [1.22, 2.20, 1.04], [0.43, -1.21, 1.13], [-1.51, -2.66, 0.07], [0.07, -2.48, -1.22], [0.99, 3.37, 0.40]],
  "mulliken_charge": [0.25, -0.01, -0.18, -0.10, -0.26, 0.07, 0.07, 0.16],
  "multiplicity": 1,
  "total_charge": 0,
  "e_tot_ha": -1575.7267,
  "e_above_lowest_kj_mol": 147.5,
  "gap_ev": [7.7, 7.7],
  "homo_energy_ev": [-8.6, -8.6]
}

***

{
  "formula": "C9H15O7",
  "method": "ωB97M-V/def2-TZVPD",
  "elements": ["C", "O", "H", "H", "H", "C", "C", "C", "O", "C", "O", "O", "H", "H", "H", "H", "H", "H", "C", "C", "C", "O", "C", "O", "O", "H", "H", "H", "H", "H", "H"],
  "coordinates": [[0.74, 2.74, 0.82], [1.83, 3.66, 1.06], [-0.19, 3.11, 1.25], [0.56, 2.50, -0.23], [0.91, 1.76, 1.26], [-1.71, 2.45, -5.08], [-1.15, 1.10, -5.59], [-0.43, 0.07, -4.74], [-1.15, -1.08, -4.89], [-2.25, -0.85, -5.66], [-3.21, -1.62, -5.90], [-2.30, 0.49, -6.11], [-2.65, 2.55, -4.53], [-1.59, 3.23, -5.83], [-0.98, 2.77, -4.34], [-0.49, 1.21, -6.45], [-0.56, 0.47, -3.73], [0.64, -0.09, -4.85], [-0.29, -1.52, 5.76], [0.49, -2.12, 4.66], [1.59, -1.22, 3.96], [2.78, -1.74, 4.38], [2.60, -2.94, 4.96], [3.53, -3.74, 5.25], [1.32, -3.13, 5.19], [-0.81, -2.26, 6.36], [-0.79, -0.60, 5.45], [0.38, -1.20, 6.56], [-0.02, -2.60, 3.82], [1.68, -0.20, 4.33], [1.52, -1.19, 2.87]],
  "mulliken_charge": [-0.10, -0.91, 0.16, -0.01, -0.12, -1.32, 0.38, -0.35, -0.30, 0.61, -0.57, -0.31, 0.33, 0.32, 0.41, 0.22, 0.25, 0.32, -1.34, 0.46, -0.43, -0.32, 0.70, -0.62, -0.35, 0.35, 0.36, 0.36, 0.31, 0.25, 0.25],
  "multiplicity": 1,
  "total_charge": -1,
  "e_tot_ha": -878.5453,
  "e_above_lowest_kj_mol": 42.6,
  "gap_ev": 4.5,
  "homo_energy_ev": -2.1
}

***

{
  "formula": "C21H15N3O3",
  "method": "ωB97M-V/def2-TZVPD",
  "elements": ["O", "C", "N", "N", "C", "O", "C", "C", "C", "N", "C", "C", "C", "C", "C", "C", "H", "H", "H", "H", "C", "C", "C", "C", "O", "H", "H", "H", "H", "H", "H", "C", "C", "C", "C", "C", "C", "H", "H", "H", "H", "H"],
  "coordinates": [[-3.39, 2.63, -0.84], [-2.80, 1.57, -0.75], [-1.47, 1.54, -0.42], [-0.84, 2.72, -0.07], [0.41, 2.84, 0.44], [0.89, 3.92, 0.71], [1.15, 1.54, 0.61], [2.28, 1.32, -0.13], [2.96, 0.08, -0.01], [2.54, -0.88, 0.79], [1.45, -0.67, 1.55], [1.03, -1.70, 2.42], [-0.06, -1.53, 3.23], [-0.77, -0.32, 3.21], [-0.40, 0.70, 2.38], [0.71, 0.54, 1.52], [-0.93, 1.63, 2.39], [-1.61, -0.20, 3.87], [-0.37, -2.32, 3.89], [1.61, -2.62, 2.43], [4.15, -0.18, -0.78], [4.97, -1.28, -0.80], [5.99, -0.99, -1.73], [5.72, 0.26, -2.21], [4.61, 0.76, -1.64], [6.22, 0.87, -2.93], [6.81, -1.62, -2.01], [4.84, -2.17, -0.22], [2.65, 2.07, -0.82], [-1.42, 3.54, -0.23], [-1.00, 0.69, -0.16], [-3.42, 0.25, -0.99], [-2.69, -0.89, -1.33], [-3.34, -2.09, -1.54], [-4.72, -2.17, -1.41], [-5.45, -1.04, -1.08], [-4.80, 0.16, -0.88], [-5.35, 1.06, -0.63], [-6.52, -1.10, -0.99], [-5.22, -3.11, -1.57], [-2.77, -2.97, -1.81], [-1.62, -0.85, -1.47]],
  "mulliken_charge": [-0.71, 0.25, 0.05, -0.23, -0.06, -0.65, 0.89, -0.76, 0.48, -0.61, -0.15, -0.52, -0.50, -0.74, -0.34, 0.54, 0.49, 0.43, 0.41, 0.49, 0.15, -0.50, -0.47, -0.51, -0.34, 0.48, 0.46, 0.56, 0.58, 0.24, 0.30, 0.60, -0.30, -0.69, -0.36, -0.53, -0.48, 0.42, 0.39, 0.39, 0.39, 0.46],
  "multiplicity": 1,
  "total_charge": 0,
  "smiles": "O=C(NNC(=O)c1cc(-c2ccco2)nc2ccccc12)c1ccccc1",
  "e_tot_ha": -1199.2413,
  "e_above_lowest_kj_mol": 10.5,
  "gap_ev": 7.9,
  "homo_energy_ev": -8.3
}